# 1
Formula: CH2AuCl3O4
Source: the OMol25 dataset
Level of theory: wB97M-V/def2-TZVPD

Structure (XYZ):
```
11
Properties=species:S:1:pos:R:3:lowdin_charge:R:1
Au 0.00349 -0.00671 0.01776 0.853
Cl -0.92389 -0.20679 2.25052 0.731
C 0.55215 -1.07555 2.82505 -0.720
Cl 1.63384 -1.17591 1.38164 0.731
H 0.27435 -2.08054 3.12820 0.077
H 1.03859 -0.47706 3.58943 0.077
O -1.13487 0.37344 -3.75727 0.021
Cl -0.51145 0.99593 -2.61641 0.790
O -0.22662 2.27898 -3.20908 0.021
O 0.67496 0.29768 -2.15405 -0.292
O -1.38055 1.07653 -1.45578 -0.292
```

Output
net charge = +2
LUMO (spin up / spin down) = -9.9 / -13.7 eV
highest occupied orbital energy (spin up / spin down) = -0.7444 / -0.7772 Ha
expectation value of S² = 2.02
maximum force = 0.001 Eh/bohr
spin multiplicity = 3
E = -50485.828 eV
gap between HOMO and LUMO (spin up / spin down) = 10.4041 / 7.4884 eV

# 2
Formula: C4H6O2
Source: the OMol25 dataset
Level of theory: wB97M-V/def2-TZVPD

Structure (XYZ):
```
12
Properties=species:S:1:pos:R:3:lowdin_charge:R:1
O 1.72748 -0.45887 2.08810 0.059
C 1.13135 0.08184 1.18718 -0.237
C 0.51707 -0.64924 0.04423 -0.180
C 0.12638 0.16065 -1.17525 -0.054
C -0.92449 -0.30490 -0.22907 -0.333
O -1.50245 0.58884 0.67339 -0.006
H 0.99519 1.18293 1.16546 0.131
H 0.83977 -1.67956 -0.07233 0.146
H 0.19587 -0.31527 -2.14868 0.108
H 0.38978 1.21686 -1.16195 0.113
H -1.57207 -1.12222 -0.54741 0.147
H -1.92389 1.29895 0.17631 0.106
```

Output
LUMO = 0.8 eV
highest occupied orbital energy = -0.3578 Ha
SMILES = O=C[C@@H]1C[C@@H]1O
maximum force = 0.010 Eh/bohr
E = -8338.743 eV
gap between HOMO and LUMO = 10.4959 eV

# 3
Formula: C4H4N2O2
Source: the OMol25 dataset
Level of theory: wB97M-V/def2-TZVPD

Structure (XYZ):
```
12
Properties=species:S:1:pos:R:3:lowdin_charge:R:1
O 0.26342 -1.28010 -2.36510 0.164
C -0.02105 -0.79977 -1.29199 -0.389
O -1.15647 -0.01070 -1.16069 0.041
C -1.52301 0.91903 -0.21084 -0.193
N -0.62624 1.39203 0.47277 0.050
N 0.56314 0.81204 0.16761 0.006
C 1.36545 -0.24164 0.95901 0.017
C 0.30253 -0.69398 0.06405 -0.201
H -2.54255 1.38062 0.02954 0.167
H 2.28574 -0.26155 0.56023 0.055
H 1.56817 -0.25723 2.11302 0.160
H -0.47914 -0.95875 0.66239 0.123
```

Output
LUMO = 0.8 eV
highest occupied orbital energy = -0.3645 Ha
SMILES = O=C1OC=NN2C[C@H]12
maximum force = 0.105 Eh/bohr
E = -11282.387 eV
gap between HOMO and LUMO = 10.7295 eV

Q: Look up the maximum force of the second one.
A: 0.010 Eh/bohr

Please write out number 1 again, unchanged.
Formula: CH2AuCl3O4
Source: the OMol25 dataset
Level of theory: wB97M-V/def2-TZVPD

Structure (XYZ):
```
11
Properties=species:S:1:pos:R:3:lowdin_charge:R:1
Au 0.00349 -0.00671 0.01776 0.853
Cl -0.92389 -0.20679 2.25052 0.731
C 0.55215 -1.07555 2.82505 -0.720
Cl 1.63384 -1.17591 1.38164 0.731
H 0.27435 -2.08054 3.12820 0.077
H 1.03859 -0.47706 3.58943 0.077
O -1.13487 0.37344 -3.75727 0.021
Cl -0.51145 0.99593 -2.61641 0.790
O -0.22662 2.27898 -3.20908 0.021
O 0.67496 0.29768 -2.15405 -0.292
O -1.38055 1.07653 -1.45578 -0.292
```

Output
net charge = +2
LUMO (spin up / spin down) = -9.9 / -13.7 eV
highest occupied orbital energy (spin up / spin down) = -0.7444 / -0.7772 Ha
expectation value of S² = 2.02
maximum force = 0.001 Eh/bohr
spin multiplicity = 3
E = -50485.828 eV
gap between HOMO and LUMO (spin up / spin down) = 10.4041 / 7.4884 eV

Q: What is the formula in the third record?
A: C4H4N2O2